Version 1
This record from the Open Molecules 2025 dataset describes a single C5H14N2 molecule. The level of theory is ωB97M-V/def2-TZVPD.

Computed properties:
HOMO-LUMO gap (eV): 9.7
SMILES: CC(C)CNCN
HOMO (eV): -8.62
LUMO (eV): 1.09
Multiplicity: 1

The geometry in XYZ format:
```
21
C5H14N2 (ωB97M-V/def2-TZVPD)
C -2.371 -1.229 -0.222
C -1.225 -0.305 -0.617
C -1.616 1.127 -0.920
C -0.103 -0.395 0.416
N 1.082 0.373 0.017
C 2.280 -0.192 0.585
N 3.452 0.644 0.359
H -2.178 -2.255 -0.513
H -2.674 -1.225 0.808
H -3.291 -0.876 -0.707
H -0.821 -0.707 -1.554
H -2.096 1.609 -0.060
H -2.358 1.189 -1.712
H -0.768 1.740 -1.208
H -0.489 -0.007 1.371
H 0.209 -1.422 0.552
H 0.964 1.343 0.277
H 2.540 -1.142 0.102
H 2.105 -0.478 1.639
H 4.162 0.584 1.075
H 3.196 1.624 0.312
```

---

Version 2
This record from the Open Molecules 2025 dataset describes a single C5H14N2 molecule. The level of theory is ωB97M-V/def2-TZVPD.

Computed properties:
HOMO-LUMO gap (eV): 9.4
SMILES: C[C@H](N)CN(C)C
HOMO (eV): -8.30
LUMO (eV): 1.11
Multiplicity: 1

The geometry in XYZ format:
```
21
C5H14N2 (ωB97M-V/def2-TZVPD)
C 0.282 -0.863 1.927
C 1.100 -0.230 0.813
N 2.227 0.575 1.302
C 0.211 0.655 -0.080
N -0.625 -0.134 -0.980
C -0.253 -0.002 -2.374
C -2.044 0.019 -0.767
H -0.410 -1.633 1.569
H 0.938 -1.251 2.704
H -0.314 -0.082 2.407
H 1.541 -0.977 0.153
H 1.926 1.263 1.988
H 2.926 -0.028 1.715
H -0.426 1.221 0.604
H 0.798 1.399 -0.616
H 0.648 -0.598 -2.549
H -0.123 1.032 -2.734
H -1.029 -0.467 -2.980
H -2.296 0.013 0.292
H -2.483 0.916 -1.221
H -2.596 -0.828 -1.172
```

---

Question: which arrangement is favored energetically? Ranking from most to least stable: version 1, version 2.

---

Version 1
This record from the Open Molecules 2025 dataset describes a single C5H14N2 molecule. The level of theory is ωB97M-V/def2-TZVPD.

Computed properties:
HOMO-LUMO gap (eV): 9.5
SMILES: CC(C)CNCN
HOMO (eV): -8.39
LUMO (eV): 1.09
Multiplicity: 1

The geometry in XYZ format:
```
21
C5H14N2 (ωB97M-V/def2-TZVPD)
C 1.886 1.088 1.359
C 0.590 0.618 0.696
C -0.390 -0.035 1.671
C 1.030 -0.344 -0.376
N -0.034 -1.189 -1.093
C -1.246 -0.740 -1.916
N -2.051 0.151 -1.158
H 2.277 1.758 0.625
H 2.556 0.147 1.502
H 1.661 1.685 2.266
H -0.034 1.394 0.268
H -0.776 0.656 2.456
H -1.224 -0.451 1.116
H -0.103 -0.973 2.085
H 1.679 -1.196 0.010
H 1.470 0.153 -1.188
H -0.242 -2.092 -0.825
H -0.952 -0.270 -2.902
H -1.801 -1.752 -2.056
H -1.465 0.867 -0.760
H -2.830 0.523 -1.780
```

---

Version 2
This record from the Open Molecules 2025 dataset describes a single C5H14N2 molecule. The level of theory is ωB97M-V/def2-TZVPD.

Computed properties:
HOMO-LUMO gap (eV): 9.9
SMILES: CCN(C)CCN
HOMO (eV): -8.82
LUMO (eV): 1.10
Multiplicity: 1

The geometry in XYZ format:
```
21
C5H14N2 (ωB97M-V/def2-TZVPD)
C -2.573 0.029 -1.443
C -1.220 -0.565 -1.009
N -0.475 0.255 -0.042
C -0.957 -0.159 1.284
C 0.927 -0.082 -0.207
C 1.890 0.614 0.750
N 3.284 0.280 0.500
H -2.491 1.091 -1.679
H -2.988 -0.587 -2.230
H -3.292 -0.056 -0.589
H -0.682 -0.621 -1.965
H -1.318 -1.612 -0.697
H -0.297 -0.899 1.786
H -1.902 -0.698 1.260
H -1.097 0.730 1.928
H 1.055 -1.169 -0.001
H 1.420 -0.038 -1.191
H 1.782 1.715 0.630
H 1.470 0.380 1.741
H 3.763 0.504 1.366
H 3.700 0.889 -0.192
```

---

Version 3
This record from the Open Molecules 2025 dataset describes a single C5H14N2 molecule. The level of theory is ωB97M-V/def2-TZVPD.

Computed properties:
HOMO-LUMO gap (eV): 9.5
SMILES: CC[C@H](CN)NC
HOMO (eV): -8.36
LUMO (eV): 1.16
Multiplicity: 1

The geometry in XYZ format:
```
21
C5H14N2 (ωB97M-V/def2-TZVPD)
C -2.103 0.965 0.903
C -0.684 0.706 1.276
C 0.276 0.310 0.142
C -0.327 -0.795 -0.733
N -0.814 -0.359 -2.014
N 1.596 -0.053 0.721
C 2.564 -0.618 -0.271
H -2.777 1.625 1.446
H -2.742 0.046 1.009
H -2.179 1.311 -0.164
H -0.084 1.535 1.719
H -0.648 -0.024 2.099
H 0.505 1.254 -0.379
H 0.343 -1.625 -0.731
H -1.121 -1.283 -0.126
H -0.396 -0.597 -2.896
H -1.235 0.551 -2.041
H 1.505 -0.804 1.404
H 2.194 -1.568 -0.637
H 3.449 -0.698 0.364
H 2.678 0.124 -1.090
```

---

Question: which arrangement is favored energetically? Ranking from most to least stable: version 2, version 3, version 1.

---

Version 1
This record from the Open Molecules 2025 dataset describes a single C5H14N2 molecule. The level of theory is ωB97M-V/def2-TZVPD.

Computed properties:
HOMO-LUMO gap (eV): 9.5
SMILES: CNN(C)C(C)C
HOMO (eV): -8.40
LUMO (eV): 1.08
Multiplicity: 1

The geometry in XYZ format:
```
21
C5H14N2 (ωB97M-V/def2-TZVPD)
C -2.091 0.449 -1.192
N -0.722 0.932 -1.295
N 0.362 0.140 -0.703
C 0.334 -1.282 -0.977
C 0.530 0.555 0.666
C 2.093 0.535 0.932
C -0.185 -0.264 1.743
H -2.737 1.157 -1.711
H -2.260 -0.546 -1.629
H -2.386 0.428 -0.144
H -0.475 1.045 -2.276
H -0.483 -1.835 -0.495
H 1.281 -1.713 -0.659
H 0.242 -1.417 -2.056
H 0.210 1.599 0.721
H 2.612 1.079 0.149
H 2.287 1.010 1.889
H 2.459 -0.488 0.966
H 0.163 -1.294 1.756
H 0.026 0.167 2.720
H -1.262 -0.258 1.594
```

---

Version 2
This record from the Open Molecules 2025 dataset describes a single C5H14N2 molecule. The level of theory is ωB97M-V/def2-TZVPD.

Computed properties:
HOMO-LUMO gap (eV): 10.2
SMILES: CCC[C@@H](N)CN
HOMO (eV): -9.06
LUMO (eV): 1.12
Multiplicity: 1

The geometry in XYZ format:
```
21
C5H14N2 (ωB97M-V/def2-TZVPD)
C -1.346 1.440 -1.771
C -1.242 1.747 -0.259
C -0.951 0.574 0.647
C 0.395 -0.142 0.342
N 1.508 0.528 0.990
C 0.406 -1.636 0.657
N 1.175 -2.398 -0.352
H -0.387 1.220 -2.240
H -2.050 0.608 -1.870
H -1.719 2.325 -2.269
H -0.571 2.590 -0.121
H -2.209 2.180 0.020
H -1.712 -0.200 0.547
H -0.958 0.859 1.698
H 0.430 -0.097 -0.758
H 1.682 1.424 0.547
H 2.352 -0.025 0.881
H 0.871 -1.770 1.635
H -0.604 -2.044 0.652
H 1.993 -2.823 0.054
H 0.610 -3.052 -0.865
```

---

Version 3
This record from the Open Molecules 2025 dataset describes a single C5H14N2 molecule. The level of theory is ωB97M-V/def2-TZVPD.

Computed properties:
HOMO-LUMO gap (eV): 9.9
SMILES: CC[C@H](N)CNC
HOMO (eV): -8.91
LUMO (eV): 1.03
Multiplicity: 1

The geometry in XYZ format:
```
21
C5H14N2 (ωB97M-V/def2-TZVPD)
C -1.201 1.428 1.784
C -0.031 1.666 0.865
C 0.195 0.641 -0.183
N -0.882 0.559 -1.249
C 0.345 -0.704 0.548
N 0.296 -1.906 -0.279
C 1.322 -1.729 -1.360
H -2.086 0.883 1.222
H -1.774 2.388 2.048
H -1.113 0.786 2.730
H 0.953 1.851 1.466
H -0.150 2.577 0.280
H 1.201 0.829 -0.640
H -0.795 1.392 -1.846
H -0.746 -0.260 -1.805
H -0.425 -0.828 1.335
H 1.185 -0.796 1.279
H -0.598 -2.013 -0.574
H 1.087 -0.997 -2.112
H 1.253 -2.730 -1.753
H 2.331 -1.461 -0.857
```

---

Question: which arrangement is favored energetically? Ranking from most to least stable: version 2, version 1, version 3.

---

Version 1
This record from the Open Molecules 2025 dataset describes a single C5H14N2 molecule. The level of theory is ωB97M-V/def2-TZVPD.

Computed properties:
HOMO-LUMO gap (eV): 9.9
SMILES: CN[C@@H](C)CCN
HOMO (eV): -8.77
LUMO (eV): 1.14
Multiplicity: 1

The geometry in XYZ format:
```
21
C5H14N2 (ωB97M-V/def2-TZVPD)
C -1.123 0.561 2.352
N -1.108 -0.170 1.111
C 0.117 0.000 0.326
C 1.359 -0.597 1.052
C -0.140 -0.736 -1.017
C 0.397 -0.081 -2.296
N 0.124 1.354 -2.332
H -1.491 1.564 2.195
H -1.889 0.182 3.036
H -0.142 0.609 2.833
H -1.220 -1.160 1.305
H 0.331 1.053 0.151
H 2.175 0.096 1.243
H 1.776 -1.410 0.454
H 1.040 -1.030 1.994
H 0.348 -1.708 -0.926
H -1.195 -0.970 -1.168
H 1.473 -0.260 -2.358
H -0.049 -0.578 -3.163
H -0.511 1.605 -1.588
H -0.270 1.677 -3.203
```

---

Version 2
This record from the Open Molecules 2025 dataset describes 2 unconnected molecules or ions with the total composition C5H14N2. The level of theory is ωB97M-V/def2-TZVPD.

Computed properties:
HOMO-LUMO gap (eV): 8.0
HOMO (eV): -8.74
LUMO (eV): -0.75
Multiplicity: 1

The geometry in XYZ format:
```
21
C5H14N2 (ωB97M-V/def2-TZVPD)
C 1.268 0.698 2.869
C 0.024 0.211 2.114
N 0.458 -0.593 0.961
C 0.845 0.147 -0.224
C 0.351 -0.632 -1.450
N -1.004 -1.109 -1.306
C -1.846 -0.261 -1.951
H 1.053 1.355 3.721
H 1.940 1.228 2.179
H 1.742 -0.216 3.233
H -0.491 1.137 1.759
H -0.641 -0.385 2.772
H 0.522 1.227 -0.221
H 1.945 0.270 -0.380
H -1.304 -0.264 -4.016
H 0.604 -0.065 -2.371
H 0.963 -1.539 -1.618
H -0.317 -1.142 0.584
H -1.800 0.780 -1.559
H -1.477 -0.136 -3.148
H -2.834 -0.712 -1.948
```

---

Question: which arrangement is favored energetically? Ranking from most to least stable: version 1, version 2.

---

Version 1
This record from the Open Molecules 2025 dataset describes 2 unconnected molecules or ions with the total composition C4H12NO3. The level of theory is ωB97M-V/def2-TZVPD.

Computed properties:
HOMO-LUMO gap (eV): 6.8
HOMO (eV): -3.45
LUMO (eV): 3.33
Net charge: -1
Multiplicity: 1

The geometry in XYZ format:
```
20
C4H12NO3 (ωB97M-V/def2-TZVPD)
C -1.037 0.800 -0.028
O -2.019 1.044 -0.965
C -0.232 -0.464 -0.421
C 0.760 -0.846 0.696
C 1.784 -1.913 0.341
O 2.883 -1.953 1.229
N 0.601 -0.151 -1.611
H -0.395 1.708 -0.032
H -1.476 0.586 0.977
H -0.965 -1.205 -0.741
H 1.233 0.088 1.036
H 0.112 -1.054 1.563
H 1.263 -2.872 0.448
H 2.099 -1.760 -0.688
H 3.058 -1.207 1.800
H 1.089 0.727 -1.450
H -0.022 0.066 -2.384
H -2.562 2.433 -0.534
H -3.200 2.738 0.778
O -2.975 3.234 -0.017
```

---

Version 2
This record from the Open Molecules 2025 dataset describes 2 unconnected molecules or ions with the total composition C4H12NO3. The level of theory is ωB97M-V/def2-TZVPD.

Computed properties:
HOMO-LUMO gap (eV): 6.6
HOMO (eV): -2.87
LUMO (eV): 3.73
Net charge: -1
Multiplicity: 1

The geometry in XYZ format:
```
20
C4H12NO3 (ωB97M-V/def2-TZVPD)
C -0.111 1.508 0.820
N -0.095 0.859 -0.471
C -0.197 -0.545 -0.599
C 0.754 -1.285 0.380
O 0.419 -1.571 1.662
C -1.694 -1.009 -0.506
O -2.573 -0.255 -1.162
H -1.217 1.645 1.166
H 0.298 1.053 1.614
H 0.312 2.535 0.786
H -0.954 1.344 -0.816
H -0.015 -0.894 -1.636
H 1.013 -2.238 -0.217
H 1.589 -0.591 0.543
H -0.561 -1.507 1.718
H -1.768 -2.000 -0.925
H -1.937 -1.038 0.621
H 1.948 1.995 -0.800
H 2.104 0.594 -1.242
O 2.684 1.400 -0.935
```

---

Version 3
This record from the Open Molecules 2025 dataset describes a molecular structure, C4H12NO3. The level of theory is ωB97M-V/def2-TZVPD.

Computed properties:
HOMO-LUMO gap (eV): 5.2
HOMO (eV): -4.42
LUMO (eV): 0.77
Net charge: -1
Multiplicity: 1

The geometry in XYZ format:
```
20
C4H12NO3 (ωB97M-V/def2-TZVPD)
C 0.417 0.938 -1.073
O -0.167 1.840 -0.178
C 0.575 -0.409 -0.402
C -0.631 -1.104 0.029
C -1.441 -0.344 1.234
O -2.093 -1.215 1.969
N 0.933 -1.551 -2.708
H 1.394 1.208 -1.491
H -0.293 0.793 -1.881
H 1.374 -0.300 0.340
H -0.452 -2.058 0.529
H -1.333 -1.342 -0.771
H -2.160 0.321 0.718
H -0.629 0.111 1.827
H 1.946 -1.572 -2.777
H 0.948 -0.972 -1.464
H 0.441 -2.330 -3.116
H 0.571 1.910 0.587
H 1.863 2.378 1.966
O 1.777 1.620 1.391
```

---

Question: which arrangement is favored energetically? Ranking from most to least stable: version 1, version 2, version 3.